[1]
The following is a quantum chemistry calculation of C21H21N2O5PdSe2Te2 as an isolated structure, from the OMol25 dataset.

HOMO (alpha / beta) in eV: -10.362 / -10.277
Net charge: +1
2S+1: 5
ΔE to the lowest compared entry with this formula, charge and spin in kcal/mol: 12.2
⟨S²⟩: 6.036

Cartesian coordinates (Å):
Te -4.657 0.862 -0.295
Te -4.787 -1.934 -1.070
Pd -2.316 -0.795 -0.136
Se -3.023 -3.388 -0.343
Se -5.720 0.671 1.842
O -0.396 -1.615 0.271
O -2.727 -0.982 1.960
O 1.903 1.085 -5.584
O 1.771 4.866 -1.058
O 3.550 -2.393 2.690
N -1.217 1.120 0.041
N -1.424 -0.439 -2.160
C 0.282 2.627 -1.012
C -2.543 -1.317 4.249
C -0.594 -1.259 -4.237
C 1.587 -1.996 3.871
C -0.464 1.456 -1.009
C 0.394 -0.287 -4.251
C 0.144 -1.703 1.444
C 0.439 0.615 -3.196
C -0.503 3.063 1.199
C 1.424 -0.222 -5.354
C -1.919 -1.283 2.872
C -0.482 0.518 -2.167
C -1.473 -1.302 -3.170
C -1.236 1.899 1.121
C 1.056 4.724 0.149
C 0.267 3.446 0.107
C 4.268 -2.552 1.474
C 2.236 -2.126 2.619
C 1.534 -1.985 1.448
C 0.259 -1.730 3.888
C -0.525 -1.561 2.706
H 0.359 5.556 0.303
H -2.365 -2.272 4.741
H 1.728 4.690 1.014
H -1.865 1.563 1.937
H 1.256 1.576 -6.101
H 1.206 1.375 -3.191
H -3.613 -1.160 4.140
H -0.222 -1.633 4.850
H 2.291 -0.812 -5.049
H -2.131 -0.533 4.884
H -0.541 3.665 2.098
H 1.026 -0.681 -6.262
H -2.247 -2.057 -3.121
H 3.871 -3.387 0.893
H 2.263 5.692 -1.041
H -0.682 -1.983 -5.035
H 5.294 -2.762 1.760
H 0.867 2.921 -1.868
H 2.163 -2.114 4.778
H 4.233 -1.638 0.878
H 2.001 -2.090 0.480

[2]
The following is a quantum chemistry calculation of a single C21H21N5 molecule, from the OMol25 dataset.

HOMO in eV: -7.838
Structure (SMILES): Cc1cccc(-c2[nH]c(C(C)(C)C)nc2-c2ccc3nccnc3c2)n1
2S+1: 1
ΔE to the lowest compared entry with this formula, charge and spin in kcal/mol: 0.0

Cartesian coordinates (Å):
N -0.847 -0.284 -2.400
N -3.266 4.382 0.287
N 1.230 -1.930 0.084
N 0.542 -0.599 1.685
N -0.840 4.432 1.686
C 3.292 -1.586 2.799
C 0.220 -0.942 -1.951
C -0.025 -0.188 0.519
C -2.276 0.588 -4.116
C 1.269 -1.653 1.410
C 2.063 -2.424 2.421
C 0.397 -1.012 -0.517
C -1.260 3.300 1.078
C 1.185 -2.632 3.660
C -2.910 2.081 -0.250
C -0.471 2.138 1.132
C -0.877 0.996 0.482
C -1.047 -0.156 -3.699
C -2.495 3.278 0.367
C 2.510 -3.779 1.865
C -0.172 -0.698 -4.641
C -2.830 5.459 0.886
C -2.119 0.970 -0.193
C -1.610 5.482 1.590
C 0.941 -1.384 -4.188
C 1.150 -1.513 -2.827
H -1.263 6.385 2.077
H 1.657 -4.360 1.520
H 0.459 2.165 1.677
H -2.429 0.051 -0.662
H 3.216 -3.658 1.045
H 1.645 -1.810 -4.889
H 1.757 -3.103 4.455
H -3.454 6.340 0.815
H 2.974 -0.626 3.196
H 1.680 -2.700 -0.381
H 3.009 -4.345 2.649
H -3.864 2.076 -0.756
H 3.882 -2.102 3.553
H -3.007 -0.105 -4.533
H -2.037 1.325 -4.879
H 2.030 -2.019 -2.459
H -2.710 1.084 -3.253
H -0.362 -0.578 -5.696
H 0.333 -3.264 3.420
H 0.812 -1.673 4.004
H 3.920 -1.409 1.928

[3]
The following is a quantum chemistry calculation of a single C21H21N5O4S molecule in a non-equilibrium geometry, from the OMol25 dataset.

HOMO in eV: -7.504
Structure (SMILES): COc1cccc(N2CC(=O)N(NC(=O)c3sc4nc(C)cc(C)c4c3N)CC2=O)c1
2S+1: 1
ΔE to the lowest compared entry with this formula, charge and spin in kcal/mol: 406.7

Cartesian coordinates (Å):
S 3.271 1.522 0.306
O -0.261 -0.029 0.188
O -0.865 1.940 -2.002
O -4.738 -3.252 0.214
O -3.217 0.533 2.155
N 1.814 -1.963 -0.131
N 0.287 2.023 0.295
N 5.830 0.722 0.054
N -0.996 2.390 0.063
N -3.546 1.487 0.093
C 8.149 0.256 -0.135
C 4.551 -3.467 -0.305
C 1.978 0.423 0.344
C -3.028 1.469 1.201
C -4.432 0.287 -0.373
C -1.818 2.540 1.400
C 3.895 -0.951 -0.011
C -3.102 2.156 -0.881
C 0.520 0.788 0.364
C -4.996 -2.079 -0.157
C 6.247 -1.519 -0.368
C 6.625 -0.330 -0.279
C -1.613 2.189 -0.912
C -6.491 -0.547 -1.241
C 4.494 0.250 0.024
C -3.733 -3.681 1.122
C -6.173 -1.928 -1.023
C 4.929 -2.003 -0.232
C -4.203 -1.007 0.073
C -5.641 0.434 -0.816
C 2.537 -0.731 -0.294
H 8.622 -0.443 0.625
H -7.299 -0.147 -1.966
H -3.207 -1.268 0.710
H -3.868 -4.699 1.206
H -2.690 -3.524 0.498
H -3.485 1.924 -1.807
H 3.670 -3.614 0.586
H 3.903 -3.670 -1.387
H 8.575 -0.208 -1.302
H 0.779 -1.590 -0.177
H 5.243 -4.085 -0.431
H -2.158 3.374 1.425
H -7.015 -2.484 -1.050
H 0.934 2.783 0.095
H 2.046 -2.977 -0.638
H -1.146 2.178 2.293
H -5.624 1.426 -1.259
H -3.322 3.334 -0.823
H -3.748 -3.064 1.924
H 6.864 -2.273 -0.358
H 8.217 1.141 0.255

[4]
The following is a quantum chemistry calculation of C21H21N7S4SbTc as an isolated structure in a non-equilibrium geometry, from the OMol25 dataset.

HOMO (alpha / beta) in eV: -19.165 / -19.166
Net charge: +4
2S+1: 1
ΔE to the lowest compared entry with this formula, charge and spin in kcal/mol: 0.0

Cartesian coordinates (Å):
Sb 0.221 -0.123 -6.002
Tc -0.212 -0.777 -0.727
S 1.059 -0.819 -3.319
S 0.113 -2.440 -2.527
S -1.777 -1.875 -2.224
S -1.273 1.295 -5.218
N -0.944 -1.635 0.989
N -1.819 0.594 -0.654
N -2.560 -3.488 4.329
N 0.707 1.153 -0.068
N 1.706 -1.315 -0.127
N -2.481 2.686 -0.837
N 3.782 -0.727 0.342
C 2.172 1.101 -0.304
C -5.473 -0.079 -0.371
C 2.020 -3.818 0.258
C 4.690 -3.030 0.876
C 2.405 -2.480 0.195
C 2.591 -0.297 -0.024
C -1.712 -1.513 3.261
C -1.192 -0.949 2.145
C -2.046 -2.903 3.273
C -1.438 1.867 -0.801
C -4.137 -0.432 -0.404
C 0.012 2.201 -0.863
C 4.289 -4.357 0.953
C -4.979 2.280 -0.685
C -1.265 -2.967 0.990
C -5.890 1.251 -0.512
C -3.209 0.593 -0.581
C -3.641 1.922 -0.710
C -1.797 -3.612 2.057
C 3.726 -2.116 0.495
C 2.978 -4.739 0.646
H -3.827 -1.465 -0.292
H -1.102 -3.517 0.075
H 2.715 -5.786 0.709
H 2.374 1.344 -1.350
H -2.739 -2.981 5.185
H 4.609 -0.157 0.480
H 5.008 -5.108 1.253
H 2.720 1.816 0.314
H -0.957 0.107 2.146
H 0.362 2.146 -1.898
H 5.706 -2.730 1.099
H 0.216 3.207 -0.489
H -6.946 1.485 -0.488
H -2.455 3.692 -0.950
H -2.034 -4.665 1.977
H 0.564 1.367 0.918
H -6.223 -0.846 -0.231
H -2.787 -4.473 4.333
H -1.874 -0.907 4.143
H -5.302 3.307 -0.797
H 1.018 -4.138 0.009

[5]
The following is a quantum chemistry calculation of C21H21N8RhS2 as an isolated structure in a non-equilibrium geometry, from the OMol25 dataset.

HOMO in eV: -13.421
Net charge: +2
2S+1: 1
ΔE to the lowest compared entry with this formula, charge and spin in kcal/mol: 59.1

Cartesian coordinates (Å):
Rh -0.443 1.194 0.251
S -0.213 3.029 1.788
S -2.656 0.836 0.911
N -1.003 2.652 -1.020
N -1.228 -1.441 0.667
N 1.663 1.011 0.192
N -3.445 -1.688 1.076
N -0.172 -0.583 1.031
N -0.842 3.966 -0.657
N -0.442 5.519 0.974
N -0.847 0.074 -1.373
C -2.199 3.138 -3.125
C -1.725 0.767 -2.177
C -0.518 4.240 0.631
C -2.639 0.132 -2.943
C 1.437 -3.503 0.634
C -1.996 -1.979 -1.916
C 2.076 -0.093 0.874
C -1.617 2.248 -2.083
C 4.354 0.589 0.688
C -2.441 -0.851 0.935
C 1.974 -5.023 2.419
C 1.862 -3.990 3.339
C 2.570 1.878 -0.235
C 1.321 -2.470 1.556
C -0.996 -1.287 -1.117
C 1.011 -1.070 1.176
C 1.543 -2.711 2.910
C 1.764 -4.778 1.070
C 3.410 -0.335 1.127
C -2.766 -1.292 -2.791
C 3.931 1.703 -0.008
H 2.025 -4.177 4.392
H 5.406 0.428 0.882
H 1.454 -1.904 3.628
H -1.093 4.696 -1.309
H -3.259 -2.677 1.151
H 4.633 2.437 -0.377
H -4.397 -1.361 1.154
H -3.477 -1.822 -3.410
H 2.199 2.738 -0.776
H -0.035 -1.793 -1.048
H -2.290 4.175 -2.810
H -3.275 0.664 -3.633
H -2.068 -3.054 -1.823
H -1.581 3.102 -4.024
H -3.194 2.794 -3.400
H 1.297 -3.324 -0.425
H 2.228 -6.020 2.754
H -0.209 5.752 1.927
H -0.649 6.278 0.344
H 1.860 -5.578 0.349
H 3.702 -1.236 1.649